# 1
20
Properties=species:S:1:pos:R:3:nbo_charge:R:1 method="wB97M-V/def2-TZVPD" total_charge=+1 spin_multiplicity=1 molar_mass_g_mol=151.7 fmax_ha_per_bohr=0.0353 smiles="CN[C@]([SiH3])(Cl)/C=[NH+]/C" lumo_ev=-4.6102 homo_energy_ev=-13.956 relative_energy_kcal_mol=0.0 total_energy_ha=-1018.5230 gap_ev=9.3459
C -0.165 0.377 -0.910 0.24
C 2.245 0.688 -1.097 -0.43
C -0.578 -2.405 0.397 -0.43
C -1.284 -0.102 -0.061 -0.24
N 1.044 0.215 -0.466 -0.43
N -0.869 -1.052 0.879 -0.65
Si -2.042 1.521 0.850 0.91
Cl -2.739 -0.542 -1.101 -0.05
H 2.705 1.474 -0.494 0.24
H 2.029 1.082 -2.089 0.23
H 2.958 -0.132 -1.187 0.24
H -1.459 -2.900 -0.013 0.22
H 0.188 -2.370 -0.377 0.19
H -0.204 -2.985 1.240 0.23
H -0.144 0.945 -1.893 0.26
H 1.152 -0.285 0.418 0.45
H -1.512 -1.118 1.660 0.40
H -3.162 0.959 1.586 -0.11
H -2.358 2.441 -0.230 -0.12
H -0.933 1.963 1.702 -0.15


# 2
8
Properties=species:S:1:pos:R:3:nbo_charge:R:1 method="wB97M-V/def2-TZVPD" spin_multiplicity=1 molar_mass_g_mol=69.1 fmax_ha_per_bohr=0.0389 smiles=N#C[C@H]1CO1 lumo_ev=0.8536 homo_energy_ev=-11.267 relative_energy_kcal_mol=33.1 total_energy_ha=-246.0388 gap_ev=12.1202
N -2.072 -1.408 -0.414 -0.28
C -1.053 -0.912 -0.651 0.24
C 0.057 0.018 -0.588 -0.05
C 0.554 0.492 0.724 -0.08
O 1.248 -0.481 -0.035 -0.45
H 0.111 0.666 -1.453 0.22
H 1.047 1.469 0.756 0.19
H 0.109 0.156 1.661 0.20


# 3
57
Properties=species:S:1:pos:R:3:nbo_charge:R:1 method="wB97M-V/def2-TZVPD" total_charge=+1 spin_multiplicity=1 molar_mass_g_mol=834.5 fmax_ha_per_bohr=0.0257 lumo_ev=-4.8832 homo_energy_ev=-10.856 relative_energy_kcal_mol=14.1 total_energy_ha=-8143.9690 gap_ev=5.9730
Ru -0.339 0.590 -0.553 1.04
F -3.597 -0.524 3.525 -0.31
C -2.590 -1.410 3.454 0.98
F -2.530 -2.060 4.620 -0.31
F -2.906 -2.302 2.503 -0.31
C -1.286 -0.723 3.142 -0.21
C -0.191 -0.850 3.967 -0.07
C 1.041 -0.298 3.588 -0.26
C 1.131 0.336 2.376 0.08
N 0.047 0.504 1.599 -0.42
C -1.126 0.007 1.963 0.09
S -2.251 0.347 0.708 0.17
H -0.281 -1.400 4.893 0.25
H 1.912 -0.385 4.221 0.25
H 2.065 0.735 2.004 0.23
Br -4.149 1.667 -3.608 0.15
C -3.123 2.830 -2.592 -0.12
C -3.433 4.202 -2.555 -0.22
C -2.688 5.078 -1.807 -0.10
Br -3.147 6.882 -1.806 0.13
C -1.570 4.622 -1.038 -0.04
C -0.728 5.411 -0.235 -0.11
C 0.324 4.822 0.425 -0.25
C 0.530 3.444 0.313 0.11
N -0.267 2.683 -0.417 -0.41
C -1.291 3.260 -1.090 0.11
C -2.049 2.346 -1.862 0.25
O -1.704 1.068 -1.824 -0.56
H -4.273 4.566 -3.129 0.26
H -0.909 6.474 -0.148 0.25
H 0.995 5.408 1.036 0.24
H 1.351 2.945 0.808 0.22
O 3.060 -3.733 -0.951 -0.66
C 3.826 -2.656 -0.671 0.36
C 5.203 -2.860 -0.620 -0.27
C 6.053 -1.819 -0.313 -0.15
C 5.553 -0.542 -0.054 -0.26
C 4.196 -0.332 -0.124 -0.16
C 3.309 -1.375 -0.433 -0.19
C 1.876 -1.079 -0.540 0.56
O 1.521 0.215 -0.402 -0.62
N 1.007 -2.004 -0.720 -0.42
N -0.299 -1.462 -0.870 -0.38
C -1.198 -2.357 -1.115 -0.03
S -0.773 -4.045 -1.185 0.37
C -2.473 -4.627 -1.380 -0.54
C -3.228 -3.588 -2.181 -0.53
S -2.861 -1.975 -1.460 0.38
H 2.129 -3.445 -0.963 0.51
H 5.576 -3.855 -0.827 0.24
H 7.120 -1.999 -0.277 0.23
H 6.223 0.271 0.190 0.22
H 3.787 0.654 0.048 0.22
H -2.911 -4.765 -0.392 0.24
H -2.433 -5.583 -1.899 0.25
H -4.306 -3.729 -2.118 0.25
H -2.923 -3.587 -3.227 0.23